No. 1
Molecular formula: C19H23FN4O3S
Method: DFT, ωB97M-V/def2-TZVPD

Element x y z (Å)
C -4.0239 -2.8786 1.1233
H -4.3455 -1.8554 1.3055
H -4.8896 -3.4737 0.8468
H -3.6012 -3.2845 2.0392
C -2.9914 -2.8974 0.0011
N -1.8281 -2.1312 0.4139
C -0.5912 -2.6518 0.4276
O -0.2952 -3.7358 -0.0311
C 0.4527 -1.7472 1.1009
N 0.7902 -0.5830 0.3027
C 0.1629 0.5771 0.5751
O -0.7703 0.6190 1.3670
C 0.6761 1.8379 -0.1080
C -0.0374 2.1326 -1.4499
C -0.8539 0.9465 -1.9095
O -0.4547 0.1648 -2.7469
N -2.0811 0.7374 -1.3459
C -2.7811 1.3338 -0.3297
N -3.7720 0.7121 0.2193
C -4.3717 1.4641 1.1717
C -3.8469 2.6985 1.3567
S -2.5222 2.9509 0.2869
H -4.1408 3.4639 2.0445
H -5.2030 1.0480 1.7106
H -2.5080 -0.1394 -1.6403
H 0.7033 2.3308 -2.2257
H -0.6790 3.0080 -1.3607
H 1.7508 1.7593 -0.2620
H 0.4873 2.6570 0.5869
C 1.8018 -0.7697 -0.7144
C 3.1962 -0.3755 -0.2842
C 3.4970 -0.0361 1.0281
C 4.7869 0.3118 1.3911
C 5.7733 0.3130 0.4239
C 5.5036 -0.0217 -0.8916
C 4.2104 -0.3641 -1.2367
H 3.9804 -0.6278 -2.2581
H 6.2967 -0.0103 -1.6219
F 7.0320 0.6529 0.7697
H 5.0294 0.5777 2.4075
H 2.7214 -0.0346 1.7790
H 1.7971 -1.8326 -0.9770
H 1.5257 -0.2294 -1.6238
H 0.0535 -1.3980 2.0575
H 1.3572 -2.3356 1.2690
H -1.9912 -1.2246 0.8327
C -3.5911 -2.3513 -1.2938
H -2.8243 -2.2750 -2.0627
H -4.0473 -1.3802 -1.1081
H -4.3625 -3.0273 -1.6536
H -2.6272 -3.9166 -0.1690

Values from the calculation:
Calculated total energy   -1680.6809 Eh
SMILES string   CC(C)NC(=O)CN(Cc1ccc(F)cc1)C(=O)CCC(=O)Nc1nccs1
HOMO   -8.73 eV
Molecular weight   406.48 g mol⁻¹
Multiplicity   1
Maximum force   1.1 eV Å⁻¹
ΔE to the lowest compared entry with this formula, charge and spin   5.10 kcal per mole
Kohn-Sham gap   9.121 eV



No. 2
Molecular formula: C19H23N2
Method: DFT, ωB97M-V/def2-TZVPD

Element x y z (Å)
C 1.0936 1.8375 -2.8395
N 1.9031 0.6588 -2.5583
C 1.8077 -0.3287 -3.6248
C 3.3089 1.0146 -2.3443
H 1.2170 2.5510 -2.0123
H 1.3722 2.3307 -3.7849
H 0.0420 1.5322 -2.9343
H 2.4906 -1.1582 -3.4104
H 0.7752 -0.6903 -3.7085
H 2.0987 0.1171 -4.5930
H 3.8908 0.1053 -2.1840
H 3.7220 1.5324 -3.2296
H 3.3981 1.6833 -1.4838
C 1.8143 2.2767 3.3489
N 0.9766 1.4010 2.5589
C 0.8617 1.5150 1.2230
C -0.0359 0.5190 0.7438
C -0.4430 0.3033 -0.5565
C -1.4079 -0.6959 -0.9575
C -1.2165 -2.0632 -0.6292
C -2.1989 -3.0099 -0.9120
C -3.3999 -2.6245 -1.5236
C -3.5885 -1.2787 -1.8824
C -2.5850 -0.3417 -1.6691
C -0.5317 -0.1726 1.9441
C -1.5708 -1.0484 2.2411
C -1.7398 -1.4853 3.5680
C -0.9144 -1.0207 4.6127
C 0.0651 -0.0437 4.3444
C 0.1845 0.3614 3.0326
H 1.8272 1.9685 4.3998
H 2.8279 2.2621 2.9174
H 1.4496 3.3135 3.2849
H 1.4911 2.2410 0.6990
H -0.1104 1.0395 -1.2761
H -0.3258 -2.3457 -0.0764
H -2.0373 -4.0541 -0.6358
H -4.1844 -3.3704 -1.7194
H -4.5194 -0.9686 -2.3598
H -2.7044 0.7033 -1.9753
H -2.2126 -1.4058 1.4385
H -2.5314 -2.2085 3.7847
H -1.0547 -1.3711 5.6383
H 0.6950 0.4188 5.1006

Values from the calculation:
Calculated total energy   -847.0420 Eh
HOMO   -11.43 eV
Molecular weight   279.41 g mol⁻¹
Multiplicity   1
Maximum force   2.3 eV Å⁻¹
Charge   +1
ΔE to the lowest compared entry with this formula, charge and spin   29.06 kcal per mole
Kohn-Sham gap   6.643 eV



No. 3
Molecular formula: C19H23N3O3S2
Method: DFT, ωB97M-V/def2-TZVPD

Element x y z (Å)
C 1.4964 -1.4253 -2.9684
H 1.7664 -1.8762 -2.0179
H 1.5637 -2.1552 -3.7690
H 2.1392 -0.5774 -3.1808
S -0.2084 -0.7850 -2.8806
C -1.0565 -2.3537 -2.6863
C -1.2282 -3.1695 -3.7890
C -1.8474 -4.3989 -3.6504
C -2.2992 -4.8000 -2.4039
C -2.1440 -3.9844 -1.2986
C -1.5237 -2.7444 -1.4260
N -1.3440 -1.8649 -0.3643
C -1.5805 -2.0591 0.9633
O -1.9695 -3.0968 1.4551
C -1.2649 -0.8555 1.7965
C -1.4532 0.4463 1.3399
C -1.1299 1.5043 2.1654
C -0.6446 1.3046 3.4431
C -0.4828 0.0092 3.9109
C -0.7906 -1.0620 3.0906
H -0.6757 -2.0780 3.4376
H -0.1197 -0.1633 4.9125
H -0.4241 2.1649 4.0554
S -1.3227 3.1809 1.5356
O -1.3853 4.0657 2.6598
O -2.3904 3.1646 0.5817
N 0.0577 3.5611 0.7026
C 1.2678 3.8090 1.4434
C 2.1564 2.5657 1.5144
N 2.4286 2.0815 0.1715
C 3.3576 0.9735 0.1804
H 3.5716 0.6814 -0.8464
H 4.2860 1.2907 0.6520
H 2.9691 0.0964 0.7235
C 1.1870 1.7318 -0.4950
C 0.2828 2.9614 -0.5879
H -0.6911 2.7088 -1.0059
H 0.7644 3.7079 -1.2280
H 1.4167 1.3835 -1.5039
H 0.6656 0.9181 0.0436
H 3.1064 2.8289 1.9849
H 1.6675 1.7871 2.1302
H 0.9754 4.1468 2.4371
H 1.8163 4.6101 0.9370
H -1.8871 0.6661 0.3756
H -0.9466 -0.9766 -0.6580
H -2.4964 -4.2950 -0.3294
H -2.7835 -5.7577 -2.2890
H -1.9777 -5.0356 -4.5117
H -0.8752 -2.8357 -4.7534

Values from the calculation:
Calculated total energy   -1924.1899 Eh
SMILES string   CSc1ccccc1NC(=O)c1cccc(S(=O)(=O)N2CCN(C)CC2)c1
HOMO   -8.80 eV
Molecular weight   405.55 g mol⁻¹
Multiplicity   1
Maximum force   1.1 eV Å⁻¹
ΔE to the lowest compared entry with this formula, charge and spin   7.74 kcal per mole
Kohn-Sham gap   8.948 eV